[1]
Density functional theory data (ωB97M-V with the def2-TZVPD basis set) for C5H12IP as an isolated structure.

E	-22767.28953	eV
energy relative to the best compared isomer or geometry (same formula, charge and spin)	1.341	eV
LUMO level	0.0030	Ha
gap between HOMO and LUMO	8.6	eV
HOMO energy	-0.3131	Ha

```
! wB97M-V def2-TZVPD RIJCOSX def2/J DEFGRID3
* xyz 0 1
C -1.19 0.24 1.00
C 0.30 2.09 0.34
C -0.13 0.27 -1.27
C 0.86 -2.58 0.40
C 0.05 0.60 0.18
P 1.51 -0.31 1.03
I 3.44 0.06 -0.53
H -1.98 0.64 0.44
H -1.20 -0.76 1.18
H -1.00 0.85 1.92
H 0.89 2.47 1.22
H -0.59 2.70 0.40
H 0.89 2.31 -0.57
H 0.55 0.78 -1.98
H -0.10 -0.90 -1.33
H -1.10 0.49 -1.71
H 1.35 -3.33 0.88
H 1.12 -2.54 -0.64
H -0.12 -2.44 0.70
*
```

---

[2]
Density functional theory data (ωB97M-V with the def2-TZVPD basis set) for the molecule C4H3N3S.

E	-19498.93991	eV
energy relative to the best compared isomer or geometry (same formula, charge and spin)	2.602	eV
LUMO level	-0.0415	Ha
gap between HOMO and LUMO	8.3	eV
HOMO energy	-0.3476	Ha

```
! wB97M-V def2-TZVPD RIJCOSX def2/J DEFGRID3
* xyz 0 1
S -2.90 -0.58 0.00
C -1.38 -0.07 0.00
C -0.70 1.33 0.00
N 0.55 0.55 0.00
N 1.87 0.52 0.00
N 2.18 -0.76 0.00
C 1.04 -1.53 0.00
C -0.04 -0.66 -0.01
H -0.85 1.91 -0.89
H -0.84 1.90 0.90
H 1.06 -2.61 -0.01
*
```

---

[3]
Density functional theory data (ωB97M-V with the def2-TZVPD basis set) for a 2-piece molecular cluster, C3H10NS2 overall.

E	-26425.77907	eV
energy relative to the best compared isomer or geometry (same formula, charge and spin)	1.770	eV
LUMO level	-0.1637	Ha
gap between HOMO and LUMO	8.6	eV
HOMO energy	-0.4807	Ha

```
! wB97M-V def2-TZVPD RIJCOSX def2/J DEFGRID3
* xyz 1 1
C 2.06 -0.32 -1.07
C 0.83 0.64 0.91
C 1.12 -0.48 0.05
N -0.39 1.00 1.13
S -2.75 0.41 -1.06
S -4.10 -0.21 0.39
H 1.59 0.30 -1.74
H 2.95 0.22 -0.61
H 2.55 -1.14 -1.65
H 1.65 1.20 1.26
H 0.23 -1.09 -0.11
H 1.85 -0.83 0.84
H -3.11 -1.09 0.88
H -1.15 0.51 0.62
H -0.55 1.64 1.93
H -2.77 -0.74 -1.78
*
```

---

[4]
Density functional theory data (ωB97M-V with the def2-TZVPD basis set) for C5H5NO as an isolated structure.

E	-8796.21988	eV
energy relative to the best compared isomer or geometry (same formula, charge and spin)	7.199	eV
LUMO level (spin up / spin down)	-0.0219 / -0.0450	Ha
gap between HOMO and LUMO (spin up / spin down)	8.3 / 7.0	eV
HOMO energy (spin up / spin down)	-0.3281 / -0.3004	Ha

```
! wB97M-V def2-TZVPD RIJCOSX def2/J DEFGRID3
* xyz 0 1
N 2.16 0.50 -1.11
C 1.78 0.28 0.02
C 0.79 -0.64 0.60
O -0.10 -0.32 1.62
C -1.20 -0.33 0.68
C -1.10 0.78 -0.27
C -0.30 -0.50 -0.56
H 1.26 -1.62 0.71
H -2.07 -0.90 0.99
H -1.94 0.87 -0.96
H -0.66 1.73 0.03
H 1.38 0.16 -1.75
*
```

---

[5]
Density functional theory data (ωB97M-V with the def2-TZVPD basis set) for a 4-piece molecular cluster, C18H24F4INO13 overall.

E	-66129.83218	eV
LUMO level	0.0093	Ha
gap between HOMO and LUMO	9.5	eV
HOMO energy	-0.3416	Ha

```
! wB97M-V def2-TZVPD RIJCOSX def2/J DEFGRID3
* xyz 0 1
C 3.25 0.78 1.67
N 2.97 -0.59 1.09
C 1.49 -0.84 1.02
C 1.08 -2.25 0.40
C 2.14 -2.84 -0.68
C 2.00 -4.45 -0.88
O 3.00 -5.17 -0.59
I 0.22 -5.43 -1.66
C -0.31 -2.01 -0.45
C -1.59 -2.69 0.23
C -1.99 -2.06 1.67
O -2.73 -2.38 -0.65
O 0.88 -3.32 1.39
C 1.91 -3.31 2.37
O 1.64 -2.83 3.49
F 3.24 -3.77 2.17
H 2.46 1.55 1.37
H 4.23 1.12 1.17
H 3.44 0.75 2.80
H 3.25 -0.47 0.09
H 1.09 -0.73 2.11
H 1.04 0.07 0.46
H 3.24 -2.66 -0.40
H 1.99 -2.33 -1.71
H -0.55 -0.90 -0.60
H -0.15 -2.44 -1.51
H -1.54 -3.85 0.24
H -1.31 -1.18 1.95
H -1.77 -2.89 2.44
H -3.09 -1.79 1.76
H -2.39 -2.12 -1.55
O -2.61 -1.12 -2.98
C -3.72 -1.26 -3.42
O -4.42 -0.28 -4.06
C -5.62 -0.89 -4.53
C -5.77 -2.06 -3.61
F -6.37 -3.10 -4.24
O -4.43 -2.42 -3.33
H -5.49 -1.18 -5.57
H -6.46 -0.20 -4.46
H -6.30 -1.84 -2.68
O -2.79 0.60 1.08
C -2.14 1.49 0.61
O -2.64 2.71 0.28
C -1.54 3.51 -0.12
C -0.53 2.49 -0.52
F 0.73 2.92 -0.27
O -0.81 1.40 0.33
H -1.21 4.12 0.74
H -1.81 4.18 -0.94
H -0.61 2.17 -1.56
O 1.60 6.55 1.63
C 2.54 5.83 1.82
O 3.28 5.82 2.96
C 4.19 4.74 2.84
C 4.29 4.57 1.36
F 4.51 3.27 1.04
O 3.00 4.93 0.91
H 3.79 3.86 3.35
H 5.16 5.00 3.29
H 5.04 5.20 0.88
*
```

---

[6]
Density functional theory data (ωB97M-V with the def2-TZVPD basis set) for C25H16F5N2O2PSSeY as an isolated structure.

E	-133355.19030	eV
energy relative to the best compared isomer or geometry (same formula, charge and spin)	0.006	eV
LUMO level	-0.1483	Ha
gap between HOMO and LUMO	7.0	eV
HOMO energy	-0.4045	Ha

```
! wB97M-V def2-TZVPD RIJCOSX def2/J DEFGRID3
* xyz 1 1
Y 0.38 1.03 -2.93
O 2.83 1.26 -3.59
N 2.61 0.62 -2.36
C 3.56 0.57 -1.51
C 3.41 -0.07 -0.20
C 4.62 -0.45 0.38
C 4.65 -1.14 1.58
C 3.46 -1.44 2.21
C 2.25 -1.04 1.65
C 2.19 -0.35 0.45
P 0.53 0.24 -0.11
C 0.21 1.66 0.97
C -0.98 2.37 0.75
C -1.30 3.46 1.54
C -0.44 3.87 2.54
C 0.75 3.19 2.75
C 1.07 2.08 1.98
C -0.53 -1.11 0.52
C -1.46 -0.92 1.53
C -2.22 -1.99 1.99
C -2.03 -3.26 1.45
C -1.10 -3.45 0.43
C -0.36 -2.38 -0.04
H 3.51 1.95 -3.52
H 4.54 0.96 -1.77
H 5.55 -0.22 -0.13
H 5.59 -1.44 2.01
H 3.46 -1.98 3.15
H 1.33 -1.27 2.17
H -1.66 2.06 -0.03
H -2.23 3.99 1.36
H -0.69 4.73 3.15
H 1.43 3.51 3.53
H 2.00 1.56 2.16
H -1.60 0.06 1.98
H -2.94 -1.84 2.78
H -2.62 -4.09 1.81
H -0.97 -4.43 0.00
H 0.34 -2.53 -0.85
O 0.84 3.15 -1.90
S 0.39 3.90 -3.14
N -0.03 2.99 -4.23
F -5.31 -0.96 0.06
C -4.32 -1.04 -0.80
C -3.91 -2.28 -1.30
F -4.54 -3.37 -0.89
C -2.85 -2.37 -2.18
F -2.49 -3.57 -2.59
C -2.15 -1.24 -2.60
Se -0.63 -1.40 -3.76
C -2.60 -0.05 -2.08
F -1.91 1.12 -2.42
C -3.65 0.10 -1.21
F -3.98 1.29 -0.74
*
```

---

[7]
Density functional theory data (ωB97M-V with the def2-TZVPD basis set) for C39H41ClMoN3O6STe as an isolated structure.

E	-90353.63183	eV
<S²>	3.8126
energy relative to the best compared isomer or geometry (same formula, charge and spin)	2.615	eV
LUMO level (spin up / spin down)	-0.2532 / -0.2872	Ha
gap between HOMO and LUMO (spin up / spin down)	6.8 / 6.1	eV
HOMO energy (spin up / spin down)	-0.5044 / -0.5112	Ha

```
! wB97M-V def2-TZVPD RIJCOSX def2/J DEFGRID3
* xyz 2 4
Mo 0.13 -0.11 1.05
O -2.29 -3.45 3.97
C -1.50 -2.75 4.76
O -1.16 -3.14 5.84
C -1.04 -1.42 4.24
C -0.24 -0.53 4.98
Cl 0.38 -0.83 6.51
N -0.03 0.59 4.23
N -0.65 0.47 3.03
C -1.24 -0.75 3.01
C -1.95 -1.13 1.77
O -2.66 -2.12 1.67
O -1.66 -0.34 0.78
C 0.61 1.80 4.58
C 0.72 2.21 5.91
C 1.36 3.41 6.21
C 1.88 4.18 5.19
C 1.74 3.79 3.86
C 1.11 2.60 3.55
H -2.55 -3.03 3.11
H 0.30 1.63 6.71
H 1.42 3.74 7.23
H 2.40 5.10 5.42
H 2.12 4.42 3.07
H 0.99 2.29 2.52
C -6.25 0.06 2.30
C -5.13 0.68 1.53
C -4.18 1.46 2.19
C -3.12 2.03 1.50
C -3.02 1.82 0.14
C -3.95 1.05 -0.55
C -5.00 0.48 0.16
S -1.57 2.45 -0.72
C -1.89 4.22 -0.44
O -0.41 2.12 0.22
H -6.32 0.49 3.29
H -6.09 -1.01 2.40
H -7.19 0.21 1.78
H -4.27 1.62 3.26
H -2.38 2.62 2.02
H -3.86 0.90 -1.61
H -5.72 -0.14 -0.36
H -2.14 4.40 0.60
H -2.73 4.49 -1.08
H -1.01 4.78 -0.72
C 3.94 0.66 2.48
C 3.06 0.67 1.26
O 3.49 1.06 0.16
N 1.83 0.20 1.34
Te 2.68 -0.45 -1.66
C 2.69 -0.66 -3.82
C 2.81 0.44 -4.66
C 2.67 1.84 -4.17
C 3.10 0.23 -6.01
C 3.34 -1.05 -6.50
C 3.74 -1.26 -7.92
C 3.24 -2.13 -5.63
C 2.93 -1.96 -4.29
C 2.88 -3.14 -3.36
C 0.65 -0.91 -1.07
C -0.40 -0.57 -1.96
C -0.21 0.56 -2.92
C -1.55 -1.34 -2.01
C -1.70 -2.49 -1.22
C -2.90 -3.35 -1.36
C -0.68 -2.84 -0.35
C 0.51 -2.08 -0.22
C 1.71 -2.83 0.33
H 4.87 0.14 2.23
H 3.45 0.17 3.31
H 4.22 1.68 2.75
H 2.67 1.85 -3.07
H 1.77 2.32 -4.55
H 3.52 2.44 -4.51
H 3.19 1.08 -6.66
H 3.74 -0.32 -8.48
H 3.08 -1.96 -8.41
H 4.75 -1.68 -7.97
H 3.44 -3.12 -5.99
H 3.03 -4.07 -3.91
H 1.91 -3.19 -2.86
H 3.67 -3.05 -2.62
H 0.45 1.31 -2.50
H -1.16 1.01 -3.19
H 0.24 0.17 -3.84
H -2.32 -1.08 -2.71
H -3.59 -2.97 -2.11
H -3.42 -3.42 -0.40
H -2.61 -4.37 -1.64
H -0.76 -3.77 0.19
H 1.38 -3.70 0.91
H 2.36 -2.23 0.97
H 2.32 -3.21 -0.50
*
```